# 1
Entry from the OMol25 dataset: a cluster of 10 separate species, C23H45N3O17 in total (the ωB97M-V functional and the def2-TZVPD basis).

Output
HOMO in hartree: -0.0318
Kohn-Sham gap in Ha: 0.2282
DFT total energy in eV: -63860.1410
Spin multiplicity: 1
Net charge: -4

Atoms and positions in Å:
H -0.11 4.16 9.40
O 5.73 1.30 4.76
C -5.57 5.60 -5.72
C -4.88 -1.05 -4.35
N 0.64 -1.38 3.02
C 9.32 0.12 -1.72
O -2.95 -5.10 -7.73
H -8.22 2.27 -0.42
O 7.75 -1.30 -0.62
H -6.61 1.59 -0.26
C -7.88 -1.53 -5.04
H -7.12 2.82 0.84
O -3.76 -3.82 -5.98
C 4.67 0.96 5.23
H -0.72 -3.06 5.25
H -2.25 -7.38 2.22
H -7.00 4.13 -6.59
C -1.41 -3.84 -6.42
H 2.64 -1.44 2.26
O -0.19 -3.44 2.70
C -0.16 -2.38 3.35
C 1.20 3.28 7.95
H 6.82 2.98 -0.74
H -0.18 -4.81 3.47
H 8.12 4.22 -2.86
C 0.29 4.36 8.40
C -0.93 -2.19 4.62
O 0.99 2.75 6.84
N 7.26 0.96 -0.68
H 8.27 2.51 -1.54
H -5.09 -1.49 -5.31
C 8.01 -0.12 -1.01
H -7.45 4.67 -5.03
H -0.58 4.46 7.66
C 9.01 4.06 -3.49
O -7.67 -0.24 1.34
H 6.63 2.24 -2.29
H 0.71 5.35 8.59
H -0.79 -4.22 -7.23
C -7.98 0.91 1.26
H -8.92 -1.24 -4.87
C 7.23 2.25 -1.38
H 5.31 0.71 7.23
H -1.39 -5.98 1.67
H 9.21 1.05 -2.31
H 10.05 0.33 -0.92
H -7.37 -0.71 -5.50
H -1.27 -2.77 -6.42
H 6.51 0.83 0.02
O -7.95 -2.15 -2.70
H 3.61 0.40 7.13
H -1.08 -4.30 -5.49
H -3.86 -1.40 -4.05
O 11.28 4.24 -3.21
O 3.73 0.43 4.34
H -9.21 0.61 2.47
C 1.64 -1.66 1.97
C -0.78 -6.75 3.63
C -1.77 -6.47 2.54
O -0.54 -7.91 4.05
H 4.17 0.49 3.45
C -7.49 1.97 0.30
H 1.33 -1.11 1.07
C -7.28 -1.76 -3.67
H -0.62 -1.22 4.97
O -5.23 5.92 -6.86
H 4.15 2.06 6.96
O 10.01 3.35 -1.55
H -7.79 -2.44 -5.57
C -2.87 -4.29 -6.71
H 1.46 -2.65 1.60
O -8.91 1.42 2.05
H -5.68 -1.43 -2.49
O 2.09 3.03 8.75
N -5.94 -1.50 -3.48
H -4.95 0.03 -4.46
C 4.40 1.01 6.74
C 10.23 3.86 -2.64
H 9.58 -0.73 -2.29
H -6.21 3.54 -5.13
O -5.06 5.89 -4.59
C -6.57 4.43 -5.68
H -2.46 -5.78 2.98
H 0.78 -0.57 3.55
H 9.05 4.97 -4.13
H 8.88 3.11 -4.07
H -2.02 -2.26 4.53
O -0.03 -5.73 4.03


# 2
Entry from the OMol25 dataset: a structure of composition C4H5O6Yb (the ωB97M-V functional and the def2-TZVPD basis).

Output
HOMO in hartree: -0.4331
Kohn-Sham gap in Ha: 0.1635
DFT total energy in eV: -48033.8004
Spin multiplicity: 1
Net charge: +1

Atoms and positions in Å:
O 0.22 0.87 -1.21
H 0.74 -1.58 0.41
C -1.70 -1.01 1.32
O -0.79 -0.20 0.64
O 1.83 2.14 -2.85
O -2.77 -0.50 1.64
H -0.79 0.49 -0.46
C 0.66 1.88 -2.79
H 1.80 1.19 0.08
O -0.33 2.06 -3.45
H 1.94 -0.25 -1.00
H 1.01 -0.30 1.67
O -1.17 -1.99 1.90
C 1.26 0.36 -0.40
Yb -2.55 -2.65 3.84
C 0.63 -0.52 0.66


# 3
Entry from the OMol25 dataset: a cluster of 5 separate species, C3H16N2O3 in total (the ωB97M-V functional and the def2-TZVPD basis).

Output
HOMO (alpha / beta) in hartree: -0.1515 / -0.1499
Kohn-Sham gap (alpha / beta) in Ha: 0.2908 / 0.1831
Expectation value of S²: 0.757
DFT total energy in eV: -12489.7854
Spin multiplicity: 2
Net charge: -1

Atoms and positions in Å:
H 0.73 -0.45 2.23
H -1.97 2.27 -0.17
H -1.67 0.48 -0.05
O -1.27 -1.17 -2.22
N 0.76 -1.40 1.93
C 1.40 -0.29 -0.90
O -1.19 -2.01 0.07
C -1.23 1.52 -0.04
H -1.46 -1.75 -3.02
H 1.02 -1.94 2.71
H -1.47 -1.61 -1.38
H 0.00 -1.74 1.34
H 1.39 1.22 0.52
H 2.31 -0.49 -0.40
H -0.28 1.19 -1.98
C -0.03 1.72 -0.94
H 0.20 2.79 -1.26
H 0.50 -0.89 -0.52
N 1.25 1.16 -0.51
H 1.57 -0.35 -1.95
O 0.97 1.38 2.08
H -0.81 1.50 0.92
H 0.55 1.62 2.91
H -1.28 -2.76 0.63


# 4
Entry from the OMol25 dataset: a structure of composition C20H34N8O4PtS2 (the ωB97M-V functional and the def2-TZVPD basis).

Output
HOMO in hartree: -0.2085
Kohn-Sham gap in Ha: 0.2228
DFT total energy in eV: -66314.8075
Spin multiplicity: 1

Atoms and positions in Å:
N -0.13 1.80 4.01
H 1.25 -0.50 4.35
H -3.36 -0.07 -4.43
H 4.05 -4.66 2.03
H -1.57 -0.96 -3.52
H -2.06 2.23 0.63
C 3.57 -0.69 3.23
H -4.64 -0.48 -1.56
O 3.13 0.70 -0.79
H 3.60 -2.13 -0.66
H -3.04 -0.65 -0.83
C -3.26 3.41 -2.34
H 3.53 -3.51 3.28
H 4.47 -1.22 2.95
H -3.46 2.76 1.64
O 1.71 1.24 -2.77
H -3.25 4.29 -1.70
H 0.04 2.91 -1.89
C -2.39 2.83 1.48
H 3.73 -3.89 -0.49
H -1.32 0.78 5.49
N -0.95 0.74 -1.50
O 2.82 -0.91 -2.58
H 0.52 -4.50 -2.56
N 3.36 -2.84 1.30
H -3.34 1.46 3.76
C 0.84 -3.11 -0.94
C -1.30 1.31 4.56
H 0.81 1.69 4.36
S 2.40 0.30 -1.95
C -2.00 1.31 -2.04
S 0.79 3.19 1.85
C 1.00 -1.91 -0.39
C -0.82 -1.33 -2.84
H 3.54 0.27 2.70
C -0.49 -0.50 -1.85
H 1.18 -3.93 -0.31
H -3.39 -1.46 -2.36
N 1.42 -1.51 0.84
H 1.04 0.16 2.69
N -3.14 0.64 -2.46
C 3.95 -2.93 -0.01
H -0.69 -3.13 -4.04
C -0.82 3.44 -2.31
N -2.04 2.67 -2.11
H -4.13 2.81 -2.12
H -4.72 0.89 -3.83
Pt 0.71 1.61 0.20
H 5.03 -2.83 0.09
H -0.92 4.39 -1.78
N -1.71 2.34 2.66
C -3.57 -0.56 -1.77
H -2.10 3.86 1.30
C 4.04 -3.61 2.32
C 2.36 -1.96 1.60
C -0.37 2.41 2.82
C -3.63 0.80 -3.81
H 0.29 -1.37 3.15
H -0.67 3.64 -3.37
H -3.20 1.69 -4.27
C -2.29 1.65 3.71
H 5.08 -3.28 2.43
C 1.16 -0.75 3.30
H 3.60 -0.50 4.30
C -0.34 -2.69 -3.11
O 0.68 -0.69 -1.07
C 0.35 -3.47 -2.26
N 2.37 -1.47 2.92
H -3.32 3.77 -3.38


# 5
Entry from the OMol25 dataset: a structure of composition C38H47LaN5O (the ωB97M-V functional and the def2-TZVPD basis).

Output
HOMO (alpha / beta) in hartree: -0.0268 / -0.0612
Kohn-Sham gap (alpha / beta) in Ha: 0.1171 / 0.1505
DFT total energy in eV: -50522.3923
Spin multiplicity: 1
Net charge: -1

Atoms and positions in Å:
H -3.27 -1.74 -3.48
H -0.72 5.28 5.07
H -2.96 1.78 -0.62
H 2.11 0.50 5.18
C 3.23 -2.13 -1.13
H 3.04 0.21 -4.73
H 2.98 -6.85 -3.07
C 2.84 -2.80 -2.41
C -3.77 2.35 5.02
H -2.30 1.79 6.47
H -4.58 2.26 5.74
C 2.45 -0.20 3.20
N -1.00 3.27 -0.11
H -1.53 -1.85 -3.82
H -2.31 -0.25 -3.68
N 0.82 1.05 -2.52
H -0.29 -3.36 -2.72
C -0.59 -2.73 1.45
H -1.50 -0.14 2.50
H 3.58 -1.10 -1.27
C 2.05 -4.09 -4.77
H -3.44 1.06 -2.18
H -4.38 0.68 -0.71
C 1.69 1.48 -3.54
H 0.44 -2.69 -6.31
C -0.28 1.73 4.91
C 0.66 1.31 3.78
H 3.66 -4.71 -1.84
C -0.19 1.82 -1.79
H 2.41 -0.99 1.21
H -1.33 -4.35 -1.67
H 0.63 5.42 1.93
C 0.29 1.29 2.44
C -2.47 2.59 5.75
H 4.03 -2.69 -0.61
C -2.11 -0.76 0.50
H -4.02 3.16 4.34
N 1.90 -0.71 -3.31
C 0.10 2.68 -0.68
C 3.12 -4.16 -2.62
H 1.66 -1.41 -6.32
C 2.17 -2.12 -3.44
H -3.72 1.42 4.45
C 0.51 4.63 1.18
La 0.02 -0.22 -0.50
C -2.07 -1.33 -1.78
O -0.13 1.15 5.98
N 0.86 0.43 1.54
C -0.60 -3.54 -1.68
C -0.77 4.22 0.78
C -3.37 0.88 -1.10
H -1.66 4.69 1.21
C 1.75 -2.74 -4.61
H 4.11 -6.40 -4.34
H -2.16 3.47 3.05
H -1.44 5.82 3.54
H -0.57 1.87 2.09
H 1.73 -4.60 -5.69
H -3.24 -0.31 2.20
C 1.43 3.01 -0.32
C -1.32 -2.34 -1.07
C 2.32 0.39 -4.00
C 2.74 -4.82 -3.79
H -2.49 5.21 4.83
H -1.33 -3.41 1.87
H 1.77 2.50 -3.83
C 0.99 -1.99 -5.66
H 0.26 -1.28 -5.24
H -2.36 1.11 1.59
C 1.95 -0.30 1.91
C 0.99 -0.33 -2.44
C 3.08 -6.28 -4.00
H -0.22 -2.06 2.24
H 2.43 -6.74 -4.75
N -1.31 2.64 4.79
C -2.29 -1.28 -3.29
H 3.32 -0.79 3.47
H 2.63 4.28 0.89
H -1.21 1.75 -2.22
H -2.50 3.53 6.32
C -1.35 3.69 3.78
C 1.62 4.00 0.61
H 0.29 -3.84 -1.11
H 2.38 -2.09 -0.41
H -0.39 3.67 3.26
H 0.26 -3.32 1.07
H 2.24 2.47 -0.80
C -2.56 -0.37 -0.83
C -1.34 -2.02 0.35
C -1.52 5.09 4.35
C -2.30 0.03 1.77
C 1.78 0.56 4.15


What are the max |F| values for these records? In order: 3.373, 5.340, 4.489, 1.489, 3.189 eV/A.